{
  "formula": "C2H6N2",
  "method": "wB97M-V/def2-TZVPD",
  "species": ["C", "C", "N", "N", "H", "H", "H", "H", "H", "H"],
  "xyz": [[-0.620431, 0.208154, 0.229057], [0.554926, -0.181918, -0.259978], [1.464756, 0.619354, -0.962693], [-1.468151, -0.556883, 1.051506], [-0.994016, 1.213584, 0.040672], [0.878541, -1.210620, -0.080081], [2.225325, 0.193170, -1.454320], [1.327458, 1.610124, -0.877931], [-2.416415, -0.648153, 0.749539], [-0.951995, -1.246810, 1.564230]],
  "forces_ev_per_angstrom": [[-0.30, 0.51, -0.39], [0.24, -0.39, -0.05], [-0.81, -0.27, 0.69], [1.16, 0.80, 0.21], [0.15, 0.02, -0.15], [-0.03, 0.21, -0.12], [-0.02, 0.38, 0.04], [0.49, -0.07, -0.39], [-0.08, -0.61, 0.16], [-0.81, -0.57, 0.01]],
  "mulliken_charge": [-0.20, -0.16, -0.42, -0.45, 0.27, 0.23, 0.19, 0.18, 0.19, 0.19],
  "smiles": "N/C=C/N",
  "gap_ev": 8.380,
  "homo_ev": -7.075,
  "max_force_ev_per_a": 1.4,
  "e_above_lowest_kcal_mol": 32.5,
  "e_tot_ha": -189.2778
}